[1]
Here is a 2-piece molecular cluster, C33H42N2O4 overall from OMol25. Energies are from wB97M-V/def2-TZVPD.

Summary:
- Multiplicity: 1
- Highest occupied orbital energy: -5.6 eV
- ΔE to the lowest compared entry with this formula, charge and spin: 4.44 kJ/mol

Positions of all 81 atoms, in Å:
C -3.15 -0.31 4.78
C -1.82 -0.84 4.32
O -0.99 0.28 3.93
C 0.23 -0.07 3.47
C 1.04 1.14 3.23
C 0.43 2.42 3.58
C 2.45 1.06 3.62
O 3.13 2.06 3.86
O 2.93 -0.18 3.77
C 4.23 -0.13 4.39
C 4.70 -1.55 4.47
O 0.55 -1.23 3.21
H -3.78 -1.16 5.04
H -3.03 0.30 5.68
H -3.68 0.27 4.02
H -1.34 -1.40 5.14
H -1.95 -1.51 3.46
H 1.21 3.19 3.51
H -0.44 2.63 2.93
H 0.10 2.39 4.64
H 4.90 0.47 3.77
H 4.20 0.33 5.39
H 5.72 -1.54 4.85
H 4.06 -2.12 5.15
H 4.67 -2.02 3.48
C -5.52 2.92 0.62
C -6.04 2.37 -0.69
N -4.95 2.02 -1.57
C -5.36 1.95 -2.96
C -4.17 1.94 -3.90
C -3.19 0.86 -3.49
C -2.88 0.86 -2.03
C -3.78 1.50 -1.11
C -3.47 1.47 0.29
C -2.25 0.96 0.70
C -1.30 0.41 -0.22
C 0.01 0.08 0.22
C 1.06 -0.35 -0.63
C 2.09 -1.20 -0.11
C 3.01 -1.81 -0.93
C 2.93 -1.61 -2.35
N 3.88 -2.12 -3.19
C 5.13 -2.66 -2.70
C 4.92 -3.44 -1.42
C 4.14 -2.63 -0.38
C 3.94 -1.78 -4.60
C 2.56 -1.59 -5.18
C 1.76 -0.58 -4.36
C 1.90 -0.78 -2.88
C 1.10 -0.05 -2.02
C -1.78 0.19 -1.56
C -4.49 1.99 1.26
H -5.07 3.89 0.43
H -6.38 3.07 1.29
H -6.70 1.51 -0.52
H -6.64 3.13 -1.21
H -5.97 1.05 -3.13
H -6.01 2.82 -3.15
H -4.54 1.78 -4.91
H -3.70 2.93 -3.88
H -3.61 -0.12 -3.76
H -2.27 0.98 -4.08
H -1.97 1.01 1.76
H 0.19 0.05 1.28
H 2.07 -1.39 0.98
H 5.54 -3.31 -3.48
H 5.86 -1.85 -2.53
H 4.36 -4.35 -1.65
H 5.89 -3.74 -1.04
H 4.85 -1.99 0.17
H 3.73 -3.33 0.37
H 4.53 -0.86 -4.73
H 4.48 -2.59 -5.10
H 2.67 -1.24 -6.21
H 2.04 -2.55 -5.21
H 2.09 0.43 -4.63
H 0.71 -0.65 -4.65
H 0.48 0.76 -2.42
H -1.28 -0.51 -2.24
H -3.98 2.52 2.07
H -5.01 1.14 1.74

Mulliken atomic charge list, values in e, 4 entries: atom 1 (C): -1.00, atom 2 (C): -0.28, atom 3 (O): -0.23, atom 4 (C): 0.38

[2]
Here is the molecule C3H4N2O from OMol25. Energies are from wB97M-V/def2-TZVPD.

Summary:
- Multiplicity: 1
- SMILES: Nc1cnco1
- Highest occupied orbital energy: -9.3 eV
- ΔE to the lowest compared entry with this formula, charge and spin: 111.62 kJ/mol

Positions of all 10 atoms, in Å:
N -1.42 -0.15 1.03
C -0.35 -0.02 0.19
C 0.96 -0.12 0.48
N 1.72 0.07 -0.66
C 0.83 0.27 -1.59
O -0.45 0.24 -1.17
H -1.71 0.64 1.60
H -1.75 -1.06 1.27
H 1.20 -0.31 1.50
H 0.98 0.44 -2.65

Mulliken atomic charge list, values in e, 4 entries: atom 1 (N): -0.40, atom 2 (C): 0.27, atom 3 (C): -0.20, atom 4 (N): -0.60

Number 1: frontier orbital gap 4.1457 eV. Number 2: frontier orbital gap 10.1647 eV.